1.
3 unconnected molecules or ions with the total composition C27H43Cl2NO10, computed with ωB97M-V/def2-TZVPD.

Geometry as ORCA input:
```
! RIJCOSX wB97M-V def2-TZVPD def2/J DEFGRID3
* xyz 0 1
C -4.12 0.14 -2.55
O -5.22 0.78 -1.96
C -5.35 0.41 -0.57
C -6.25 -0.85 -0.49
C -5.82 -1.93 0.54
C -4.32 -2.26 0.52
N -3.98 -3.52 1.23
C -3.03 -4.18 0.36
O -3.28 -5.06 -0.40
C -1.71 -3.48 0.72
C -0.55 -3.32 0.01
C 0.48 -2.66 0.66
C 0.33 -2.19 1.94
Cl 1.73 -1.37 2.63
C -0.84 -2.35 2.68
C -0.96 -1.85 4.11
C -2.20 -1.01 4.40
O -2.97 -1.35 5.25
Cl -2.49 0.50 3.48
C -1.87 -3.00 2.02
C -3.30 -3.34 2.48
O -3.77 -3.44 3.58
H -3.16 0.46 -2.10
H -4.17 -0.96 -2.49
H -4.07 0.43 -3.61
H -4.33 0.27 -0.19
H -5.82 1.28 -0.10
H -7.24 -0.50 -0.16
H -6.40 -1.25 -1.50
H -6.34 -2.85 0.26
H -6.18 -1.66 1.54
H -3.78 -1.40 0.97
H -3.95 -2.32 -0.51
H -0.45 -3.73 -0.99
H 1.43 -2.53 0.13
H -0.95 -2.72 4.78
H -0.07 -1.25 4.37
C 4.35 -2.90 -0.22
O 4.55 -2.10 -1.37
C 5.62 -1.17 -1.25
C 6.49 -1.14 -2.49
O 7.27 -2.31 -2.73
C 6.60 -3.52 -3.06
C 5.91 -3.55 -4.41
O 4.79 -2.68 -4.46
C 4.74 -1.88 -5.62
H 3.77 -2.35 0.53
H 3.78 -3.78 -0.53
H 5.30 -3.24 0.21
H 6.25 -1.40 -0.38
H 5.18 -0.18 -1.10
H 7.21 -0.34 -2.36
H 5.90 -0.88 -3.37
H 5.93 -3.82 -2.26
H 7.39 -4.28 -3.09
H 5.54 -4.57 -4.58
H 6.63 -3.31 -5.19
H 5.73 -1.50 -5.89
H 4.10 -1.02 -5.40
H 4.30 -2.44 -6.45
C -0.98 2.30 0.95
O -1.42 3.62 1.20
C -1.65 3.91 2.57
C -1.09 5.26 2.97
O 0.33 5.35 2.99
C 1.04 5.26 1.76
C 0.85 6.43 0.81
O -0.47 6.48 0.28
C -1.05 7.77 0.32
H -1.82 1.61 0.93
H -0.50 2.29 -0.03
H -0.24 1.97 1.69
H -1.23 3.13 3.21
H -2.74 3.92 2.73
H -1.40 5.44 4.00
H -1.52 6.06 2.37
H 0.85 4.31 1.27
H 2.09 5.25 2.04
H 1.53 6.29 -0.04
H 1.12 7.36 1.32
H -0.81 8.30 1.25
H -2.13 7.65 0.26
H -0.71 8.36 -0.54
*
```

Summary:
Gap between HOMO and LUMO (eV): 8.60
Highest occupied orbital energy (eV): -9.15



2.
A molecular structure, C29H28AsCoN8O8S, computed with ωB97M-V/def2-TZVPD.

Geometry as ORCA input:
```
! RIJCOSX wB97M-V def2-TZVPD def2/J DEFGRID3
* xyz -1 2
Co -0.47 0.36 0.60
N 2.41 -1.24 -1.97
C 1.61 -1.04 -0.93
N 0.85 0.02 -0.79
C 0.83 1.00 -1.75
N 0.04 2.04 -1.61
N -0.72 1.87 -0.49
C -1.64 2.70 -0.18
C -2.42 2.31 1.01
C -3.51 3.02 1.47
C -4.22 2.51 2.55
C -3.83 1.31 3.11
C -2.71 0.66 2.59
N -2.02 1.16 1.59
C 1.70 0.85 -2.90
C 1.76 1.80 -3.92
C 2.60 1.60 -5.00
C 3.38 0.44 -5.07
C 3.33 -0.51 -4.08
C 2.48 -0.30 -2.98
H 3.01 -2.10 -1.95
H 1.62 -1.80 -0.17
H -1.87 3.57 -0.78
H -3.81 3.94 0.99
H -5.09 3.04 2.93
H -4.38 0.86 3.92
H -2.39 -0.31 2.96
H 1.14 2.68 -3.85
H 2.64 2.33 -5.80
H 4.03 0.29 -5.92
H 3.93 -1.41 -4.12
O -0.19 -3.64 2.77
As -1.08 -2.60 1.67
O -2.60 -2.46 2.23
O -0.09 -1.22 1.66
C -0.79 -3.55 -0.02
C -0.13 -4.78 0.10
C 0.20 -5.53 -1.01
C -0.12 -5.07 -2.28
C -0.78 -3.87 -2.41
C -1.12 -3.11 -1.30
S -1.98 -1.58 -1.67
O -1.14 -0.93 -2.67
O -3.28 -1.97 -2.15
O -2.02 -0.86 -0.39
H 0.77 -3.44 2.73
H 0.12 -5.14 1.09
H 0.71 -6.48 -0.88
H 0.15 -5.65 -3.16
H -1.04 -3.48 -3.39
C 4.28 -0.44 2.96
C 3.29 0.56 2.47
C 3.38 1.91 2.17
C 2.09 2.29 1.76
N 1.27 1.25 1.81
N 2.02 0.22 2.25
C 1.62 3.62 1.28
H 5.19 -0.41 2.35
H 3.86 -1.45 2.90
H 4.56 -0.25 4.00
H 4.26 2.53 2.23
H 1.54 -0.68 2.30
H 2.35 4.40 1.51
H 0.67 3.89 1.75
H 1.46 3.61 0.20
O 2.70 -3.55 2.68
C 3.11 -3.94 1.58
C 3.59 -5.37 1.34
C 4.00 -5.36 -0.12
C 3.66 -3.94 -0.55
O 3.80 -3.55 -1.73
N 3.19 -3.19 0.46
H 2.77 -6.06 1.56
H 4.40 -5.61 2.04
H 3.46 -6.07 -0.75
H 5.07 -5.53 -0.28
*
```

Summary:
Gap between HOMO and LUMO (alpha / beta) (eV): 7.20 / 7.36
Highest occupied orbital energy (alpha / beta) (eV): -5.64 / -5.79



3.
A molecular structure, C2H9N5O, computed with ωB97M-V/def2-TZVPD.

Geometry as ORCA input:
```
! RIJCOSX wB97M-V def2-TZVPD def2/J DEFGRID3
* xyz 0 1
C 2.15 -0.10 -0.33
N -0.49 0.03 -0.25
N -0.06 0.23 1.03
C 0.85 -0.83 -0.33
N -1.68 -0.69 -0.54
N -1.18 0.17 1.90
N -0.31 1.24 -1.37
O 0.68 -1.97 -0.64
H -1.39 -1.63 -0.82
H -2.25 -0.73 0.31
H -1.43 1.14 2.14
H -0.85 -0.30 2.74
H -0.53 2.09 -0.85
H -1.06 1.10 -2.04
H 2.38 0.30 0.66
H 2.20 0.73 -1.03
H 2.98 -0.77 -0.59
*
```

Summary:
Energy relative to the best compared isomer or geometry (same formula, charge and spin) (kcal per mole): 162.27
Gap between HOMO and LUMO (eV): 8.92
Highest occupied orbital energy (eV): -7.96



4.
A molecular structure, C2H2N4O3, computed with ωB97M-V/def2-TZVPD.

Geometry as ORCA input:
```
! RIJCOSX wB97M-V def2-TZVPD def2/J DEFGRID3
* xyz 0 3
C -1.48 1.69 0.36
C -1.15 -0.29 -0.38
N -2.05 0.70 -0.29
N -0.26 1.35 0.77
N -0.11 0.20 0.27
N 2.01 -1.31 -0.21
O 3.09 -1.72 0.11
O 1.40 -1.46 -1.22
O 1.49 -0.55 0.78
H -1.81 2.64 0.61
H -1.13 -1.24 -0.81
*
```

Summary:
Energy relative to the best compared isomer or geometry (same formula, charge and spin) (kcal per mole): 29.25
Gap between HOMO and LUMO (alpha / beta) (eV): 10.00 / 6.35
Highest occupied orbital energy (alpha / beta) (eV): -9.33 / -10.87